P.
The following is a DFT calculation (wB97M-V/def2-TZVPD) of a cluster of 2 separate species, C4H6O4 in total.

Summary:
Orbital gap in eV: 7.7
HOMO energy in hartree: -0.03448
LUMO in eV: 6.75
Charge: -2

Structure (XYZ):
```
14
Properties=species:S:1:pos:R:3:lowdin_charge:R:1
C 0.95 1.65 -0.61 -0.0636
C -0.02 2.38 0.35 -0.7993
O -0.63 1.69 1.19 -0.1005
O 0.00 3.64 0.24 -0.1559
H 1.67 1.06 -0.03 0.0503
H 1.46 2.38 -1.24 0.0391
H 0.45 0.89 -1.21 0.0573
C -0.48 -1.45 0.65 -0.0570
C -0.71 -2.58 -0.43 -0.8030
O -1.40 -2.35 -1.44 -0.1241
O -0.11 -3.65 -0.13 -0.1722
H -0.95 -0.50 0.40 0.0305
H 0.59 -1.23 0.69 0.0489
H -0.83 -1.93 1.56 0.0496
```


Q.
The following is a DFT calculation (wB97M-V/def2-TZVPD) of a cluster of 2 separate species, C4H6O4 in total.

Summary:
Orbital gap in eV: 8.2
HOMO energy in hartree: -0.05657
LUMO in eV: 6.63
Charge: -2

Structure (XYZ):
```
14
Properties=species:S:1:pos:R:3:lowdin_charge:R:1
C -1.24 -0.40 2.16 -0.0669
C -2.58 -1.00 1.57 -0.8064
O -3.64 -0.48 1.99 -0.1379
O -2.41 -1.95 0.78 -0.1161
H -0.44 -1.06 1.84 0.0409
H -1.31 -0.28 3.24 0.0369
H -0.98 0.56 1.70 0.0492
C 2.16 0.50 -1.38 -0.0696
C 1.25 0.88 -2.58 -0.8158
O 0.66 1.97 -2.47 -0.1189
O 1.28 0.11 -3.57 -0.1247
H 3.07 1.10 -1.43 0.0435
H 2.50 -0.54 -1.45 0.0409
H 1.69 0.58 -0.40 0.0449
```


On energetic grounds, Q is preferred over the next structure by 0.0082 hartree.


P.
The following is a DFT calculation (wB97M-V/def2-TZVPD) of a cluster of 2 separate species, C12H17P in total.

Summary:
Orbital gap in eV: 9.3
SMILES string: CC(C)(C)Pc1ccccc1.C#C
HOMO energy in hartree: -0.31198
LUMO in eV: 0.83
Charge: 0

Structure (XYZ):
```
30
Properties=species:S:1:pos:R:3:lowdin_charge:R:1
C -0.75 -1.81 1.08 -0.1097
C -1.81 -0.98 0.29 -0.7898
C -3.00 -0.63 1.06 -0.1796
C -2.11 -1.67 -1.00 -0.1602
P -1.05 0.83 -0.06 1.0222
C 0.72 0.48 -0.38 -0.4695
C 1.52 0.47 -1.58 -0.0948
C 2.78 0.03 -1.50 -0.1233
C 3.36 -0.28 -0.26 -0.0859
C 2.62 -0.31 0.94 -0.0482
C 1.27 0.19 0.84 -0.2024
H -0.51 -1.34 2.03 0.0649
H -1.01 -2.88 1.22 0.0815
H 0.15 -1.91 0.40 0.0929
H -3.65 0.27 0.79 0.0960
H -2.64 -0.35 2.14 0.1038
H -3.49 -1.51 1.37 0.0549
H -2.98 -1.30 -1.53 0.0697
H -1.24 -1.64 -1.65 0.0671
H -2.31 -2.80 -0.77 0.1206
H -1.74 0.39 -1.31 -0.0151
H 1.00 0.60 -2.54 0.1106
H 3.38 0.02 -2.42 0.1128
H 4.36 -0.71 -0.13 0.1020
H 3.04 -0.53 1.89 0.0876
H 0.67 0.34 1.79 0.1077
C 1.16 4.52 -0.61 -0.0179
C 0.62 4.03 0.35 -0.0469
H 1.90 4.46 -1.42 0.0377
H -0.25 4.01 0.97 0.0112
```


Q.
The following is a DFT calculation (wB97M-V/def2-TZVPD) of a structure of composition C12H17P.

Summary:
Orbital gap (spin up / spin down) in eV: 6.8 / 6.9
HOMO energy (spin up / spin down) in hartree: -0.25878 / -0.25910
LUMO (spin up / spin down) in eV: -0.19 / -0.19
Charge: 0

Structure (XYZ):
```
30
Properties=species:S:1:pos:R:3:lowdin_charge:R:1
C -2.07 -4.77 0.90 -0.0894
C -1.29 -4.01 1.77 -0.0685
C -2.35 -4.43 -0.45 -0.0514
C -0.84 -2.75 1.33 -0.0768
C -1.91 -3.16 -0.81 -0.1297
C -1.15 -2.33 0.03 -0.4350
C 0.84 -0.38 -0.17 -0.2922
C -1.15 1.69 -0.51 -0.1399
C 1.25 1.08 -0.46 -0.4101
C 0.13 2.07 0.09 -0.5111
C 2.61 1.43 0.16 -0.0659
C 0.53 3.49 -0.16 -0.0987
P -0.80 -0.69 -0.51 1.0079
H -2.27 -5.73 1.38 0.0968
H -0.86 -4.58 2.57 0.0949
H -2.57 -5.14 -1.25 0.1109
H -0.33 -2.13 1.96 0.0680
H -1.79 -2.88 -1.83 0.0614
H 1.22 -1.12 0.54 0.0441
H -2.06 2.10 -0.10 0.0438
H -1.06 2.13 -1.57 0.0925
H 1.06 1.20 -1.57 0.1327
H 0.07 2.00 1.26 0.1644
H 2.27 1.49 1.15 0.0614
H 2.89 2.37 -0.20 0.0414
H 3.48 0.78 0.14 0.0818
H 0.98 3.57 -1.10 0.0570
H 1.42 3.72 0.54 0.1117
H -0.21 4.26 -0.14 0.0671
H -1.16 -1.07 -1.95 0.0312
```


On energetic grounds, P is preferred over the next structure by 0.0152 hartree.


P.
The following is a DFT calculation (wB97M-V/def2-TZVPD) of an isolated molecule of C21H21ClN2O6S2.

Summary:
Orbital gap in eV: 9.5
SMILES string: O=C(c1ccc(S(=O)(=O)N2CCOCC2)cc1)N(c1cccc(Cl)c1)[C@@H]1C=CS(=O)(=O)C1
HOMO energy in hartree: -0.34851
LUMO in eV: -0.02
Charge: 0

Structure (XYZ):
```
53
Properties=species:S:1:pos:R:3:lowdin_charge:R:1
O -2.54 -2.81 -1.92 0.1139
C -1.91 -1.94 -1.35 -0.4094
C -0.47 -2.05 -0.94 -0.1368
C -0.19 -2.11 0.42 0.0039
C 1.13 -2.14 0.85 -0.0402
C 2.14 -2.08 -0.09 -0.2570
S 3.82 -1.80 0.48 0.6687
O 4.74 -2.11 -0.57 -0.2732
O 3.99 -2.39 1.77 -0.2724
N 3.85 -0.14 0.69 -0.2228
C 3.03 0.38 1.76 -0.1725
C 3.44 1.83 2.02 -0.1756
O 3.31 2.60 0.84 -0.1473
C 4.12 2.09 -0.19 -0.1861
C 3.75 0.64 -0.52 -0.1771
C 1.87 -2.06 -1.45 -0.0376
C 0.55 -2.07 -1.87 0.0007
N -2.48 -0.76 -0.96 0.0393
C -1.66 0.32 -0.53 -0.2380
C -1.71 0.81 0.77 -0.0031
C -0.84 1.82 1.14 -0.0446
C 0.07 2.36 0.25 -0.0970
C 0.07 1.89 -1.06 -0.6450
Cl 1.15 2.58 -2.22 0.7274
C -0.78 0.88 -1.46 -0.0356
C -3.92 -0.60 -1.16 -0.2761
C -4.28 0.86 -1.07 -0.0710
C -4.97 1.26 -0.03 -0.0916
S -5.28 -0.12 1.08 0.6784
O -4.38 -0.04 2.20 -0.3207
O -6.68 -0.25 1.37 -0.3052
C -4.72 -1.38 -0.12 -0.1258
H -0.99 -2.13 1.15 0.1302
H 1.39 -2.20 1.89 0.1195
H 3.21 -0.24 2.64 0.1256
H 1.96 0.34 1.49 0.1168
H 2.78 2.29 2.76 0.1293
H 4.48 1.86 2.37 0.1321
H 3.96 2.74 -1.05 0.1110
H 5.18 2.14 0.11 0.1323
H 4.45 0.22 -1.24 0.1269
H 2.73 0.61 -0.92 0.0956
H 2.69 -2.05 -2.14 0.1194
H 0.32 -2.07 -2.93 0.1286
H -2.41 0.40 1.48 0.0936
H -0.86 2.18 2.16 0.1142
H 0.76 3.13 0.54 0.1048
H -0.76 0.52 -2.47 0.1240
H -4.14 -1.00 -2.16 0.1607
H -3.94 1.50 -1.87 0.1299
H -5.30 2.26 0.21 0.1044
H -5.62 -1.82 -0.54 0.1152
H -4.14 -2.13 0.39 0.1151
```


Q.
The following is a DFT calculation (wB97M-V/def2-TZVPD) of an isolated molecule of C21H21ClN2O6S2.

Summary:
Orbital gap in eV: 8.8
SMILES string: COc1ccc(NS(=O)(=O)c2ccc(OC)c(N(C)S(=O)(=O)c3ccc(Cl)cc3)c2)cc1
HOMO energy in hartree: -0.30986
LUMO in eV: 0.34
Charge: 0

Structure (XYZ):
```
53
Properties=species:S:1:pos:R:3:lowdin_charge:R:1
C 0.31 -4.61 -2.41 -0.0861
O -0.29 -3.38 -2.72 -0.0912
C -1.31 -2.93 -1.93 -0.3016
C -1.78 -3.57 -0.79 -0.0135
C -2.80 -3.02 -0.05 -0.0272
C -3.37 -1.80 -0.41 -0.3314
N -4.37 -1.24 0.39 -0.0552
S -3.97 -0.85 1.98 0.6699
O -5.07 -0.10 2.48 -0.2846
O -3.57 -2.05 2.65 -0.2703
C -2.56 0.21 1.73 -0.2711
C -2.73 1.58 1.68 -0.0457
C -1.65 2.38 1.34 0.0142
C -0.42 1.81 1.02 -0.2017
O 0.65 2.51 0.56 -0.1246
C 0.64 3.91 0.69 -0.0439
C -0.25 0.41 1.11 -0.1731
N 1.01 -0.12 0.81 -0.1896
C 1.12 -1.53 0.51 -0.0652
S 2.35 0.58 1.58 0.7176
O 3.28 -0.49 1.83 -0.2709
O 1.93 1.38 2.69 -0.2468
C 3.12 1.61 0.33 -0.2760
C 3.02 1.28 -1.01 -0.0436
C 3.68 2.05 -1.95 -0.0831
C 4.44 3.13 -1.54 -0.6710
Cl 5.26 4.09 -2.71 0.6881
C 4.54 3.46 -0.19 -0.0917
C 3.88 2.68 0.75 -0.0596
C -1.33 -0.38 1.46 0.0153
C -2.90 -1.16 -1.56 -0.0149
C -1.89 -1.72 -2.31 -0.0012
H -0.41 -5.43 -2.43 0.0974
H 1.06 -4.77 -3.18 0.0946
H 0.79 -4.58 -1.43 0.0923
H -1.36 -4.52 -0.47 0.1086
H -3.16 -3.50 0.84 0.1120
H -4.85 -0.46 -0.04 0.1157
H -3.69 2.00 1.92 0.1153
H -1.78 3.45 1.30 0.1101
H 0.47 4.21 1.72 0.1106
H -0.11 4.36 0.04 0.1003
H 1.63 4.24 0.37 0.0897
H 0.87 -2.17 1.36 0.1036
H 0.45 -1.77 -0.33 0.0861
H 2.15 -1.72 0.23 0.0860
H 2.42 0.44 -1.31 0.1166
H 3.61 1.81 -3.00 0.1088
H 5.14 4.30 0.12 0.1099
H 3.93 2.90 1.80 0.1243
H -1.25 -1.45 1.56 0.1102
H -3.34 -0.22 -1.86 0.1175
H -1.53 -1.23 -3.20 0.1198
```


On energetic grounds, P is preferred over the next structure by 0.0131 hartree.


P.
The following is a DFT calculation (wB97M-V/def2-TZVPD) of an isolated molecule of C4H6N2O2.

Summary:
Orbital gap in eV: 7.6
SMILES string: Nc1c(O)c[nH]c1O
HOMO energy in hartree: -0.26574
LUMO in eV: 0.41
Charge: 0

Structure (XYZ):
```
14
Properties=species:S:1:pos:R:3:lowdin_charge:R:1
N -0.18 1.88 0.08 -0.0106
C 0.01 0.50 0.12 -0.3225
C 1.04 -0.27 0.09 -0.3512
O 2.41 0.01 -0.28 -0.0524
C 0.82 -1.64 0.16 -0.0308
N -0.64 -1.72 0.07 0.1179
C -1.04 -0.45 0.16 -0.2701
O -2.37 -0.19 -0.23 0.0660
H 0.07 2.62 1.05 0.1970
H -0.93 2.46 -0.56 0.1410
H 2.73 1.03 -0.14 0.1653
H 1.73 -2.44 -0.11 0.1775
H -1.22 -2.49 0.02 0.1207
H -2.44 0.71 -0.43 0.0521
```


Q.
The following is a DFT calculation (wB97M-V/def2-TZVPD) of an isolated molecule of C4H6N2O2.

Summary:
Orbital gap in eV: 9.8
SMILES string: C=C(O)/C=N\C(N)=O
HOMO energy in hartree: -0.34377
LUMO in eV: 0.49
Charge: 0

Structure (XYZ):
```
14
Properties=species:S:1:pos:R:3:lowdin_charge:R:1
C 1.96 -0.07 0.53 0.0693
C 0.92 0.76 0.39 -0.4019
O 0.47 1.56 1.41 0.0373
C 0.30 0.88 -1.00 -0.0492
N -0.84 0.36 -1.31 0.1527
C -1.43 -0.26 -0.21 -0.6380
N -1.48 -1.61 -0.35 0.1841
O -1.98 0.34 0.71 0.0564
H 2.47 -0.13 1.49 0.0712
H 2.27 -0.73 -0.26 0.0665
H -0.49 1.71 1.24 0.0990
H 0.93 1.37 -1.75 0.1284
H -2.05 -2.15 0.28 0.1164
H -1.06 -2.02 -1.17 0.1076
```


On energetic grounds, Q is preferred over the next structure by 0.1254 hartree.